1.
{"formula": "C39H34FN3O8", "method": "ωB97M-V/def2-TZVPD", "species": ["O", "C", "C", "C", "C", "C", "C", "F", "C", "O", "C", "C", "C", "C", "C", "C", "C", "C", "C", "C", "C", "C", "C", "C", "H", "H", "H", "H", "H", "H", "H", "H", "H", "H", "H", "H", "H", "H", "H", "H", "H", "H", "H", "C", "C", "C", "C", "C", "C", "N", "O", "O", "H", "H", "H", "H", "H", "C", "C", "C", "C", "C", "C", "N", "O", "O", "H", "H", "H", "H", "H", "C", "C", "C", "C", "C", "C", "N", "O", "O", "H", "H", "H", "H", "H"], "positions_angstrom": [[0.880, -3.594, -0.196], [1.949, -3.578, -0.750], [2.712, -4.814, -1.063], [3.474, -4.864, -2.157], [4.332, -6.026, -2.569], [5.025, -6.745, -1.400], [5.794, -5.831, -0.466], [7.123, -5.741, -0.853], [3.500, -3.658, -3.044], [3.558, -3.744, -4.242], [3.414, -2.364, -2.315], [4.119, -1.256, -2.760], [4.048, -0.071, -2.024], [4.839, 1.154, -2.437], [5.895, 0.957, -3.521], [7.158, 0.228, -3.108], [7.240, -0.740, -2.111], [8.434, -1.395, -1.815], [9.598, -1.071, -2.507], [9.539, -0.098, -3.499], [8.342, 0.543, -3.791], [3.247, -0.038, -0.883], [2.529, -1.144, -0.437], [2.632, -2.324, -1.164], [2.668, -5.652, -0.381], [5.123, -5.622, -3.203], [3.794, -6.728, -3.203], [4.318, -7.372, -0.862], [5.761, -7.411, -1.850], [5.395, -4.819, -0.410], [5.759, -6.238, 0.546], [4.703, -1.365, -3.660], [4.140, 1.929, -2.753], [5.339, 1.552, -1.552], [5.466, 0.480, -4.404], [6.211, 1.949, -3.842], [6.372, -1.013, -1.530], [8.473, -2.164, -1.057], [10.533, -1.558, -2.274], [10.431, 0.174, -4.045], [8.314, 1.286, -4.578], [3.187, 0.883, -0.324], [1.906, -1.137, 0.438], [-2.528, 1.945, 3.548], [-2.109, 0.867, 2.780], [-0.798, 0.795, 2.344], [0.076, 1.810, 2.690], [-0.324, 2.895, 3.449], [-1.639, 2.958, 3.880], [1.474, 1.729, 2.247], [1.797, 0.773, 1.565], [2.231, 2.616, 2.584], [-3.555, 1.995, 3.890], [-2.807, 0.083, 2.521], [-0.469, -0.041, 1.745], [0.373, 3.678, 3.705], [-1.969, 3.798, 4.476], [-6.795, 5.836, 0.430], [-7.269, 4.531, 0.463], [-6.375, 3.472, 0.477], [-5.018, 3.739, 0.462], [-4.529, 5.031, 0.422], [-5.428, 6.086, 0.405], [-4.069, 2.617, 0.503], [-4.525, 1.489, 0.525], [-2.884, 2.879, 0.521], [-7.494, 6.662, 0.425], [-8.330, 4.338, 0.480], [-6.737, 2.454, 0.501], [-3.465, 5.219, 0.406], [-5.062, 7.103, 0.377], [-9.438, -0.855, 3.576], [-10.748, -0.630, 3.173], [-11.116, 0.605, 2.663], [-10.158, 1.597, 2.563], [-8.850, 1.394, 2.966], [-8.492, 0.157, 3.476], [-10.536, 2.901, 2.002], [-11.690, 3.066, 1.670], [-9.658, 3.742, 1.897], [-9.154, -1.822, 3.968], [-11.484, -1.418, 3.253], [-12.133, 0.785, 2.348], [-8.117, 2.183, 2.883], [-7.473, -0.020, 3.792]], "homo_ev": -8.91, "orbital_gap_ev": 8.0620, "largest_force_ev_per_a": 0.81}

=====

2.
{"formula": "C39H35Br4ClN5O4Sb2V", "method": "ωB97M-V/def2-TZVPD", "species": ["V", "N", "C", "N", "C", "N", "N", "C", "C", "C", "C", "C", "C", "N", "C", "C", "C", "C", "C", "C", "H", "H", "H", "H", "H", "H", "H", "H", "H", "H", "H", "Br", "C", "C", "Br", "C", "Br", "C", "O", "C", "O", "C", "Br", "C", "Sb", "C", "C", "C", "C", "C", "C", "C", "C", "C", "Sb", "C", "C", "H", "H", "H", "H", "H", "H", "H", "H", "H", "H", "H", "H", "H", "H", "H", "H", "H", "H", "H", "H", "Cl", "C", "C", "C", "C", "C", "C", "C", "O", "O", "H", "H", "H", "H"], "positions_angstrom": [[0.985, -0.266, 0.003], [-2.273, -0.566, 4.429], [-2.272, -0.239, 3.131], [-1.351, 0.433, 2.525], [-0.252, 0.821, 3.242], [0.802, 1.389, 2.735], [0.990, 1.384, 1.373], [1.692, 2.377, 0.956], [2.211, 2.371, -0.408], [3.011, 3.397, -0.883], [3.518, 3.296, -2.172], [3.226, 2.172, -2.924], [2.428, 1.179, -2.371], [1.912, 1.288, -1.151], [-0.234, 0.626, 4.697], [0.796, 1.093, 5.522], [0.779, 0.825, 6.871], [-0.266, 0.077, 7.427], [-1.287, -0.395, 6.636], [-1.263, -0.114, 5.270], [-3.028, -1.119, 4.800], [-3.136, -0.574, 2.566], [1.895, 3.203, 1.629], [3.237, 4.245, -0.253], [4.147, 4.079, -2.574], [3.617, 2.042, -3.923], [2.206, 0.258, -2.892], [1.601, 1.655, 5.072], [1.576, 1.186, 7.505], [-0.270, -0.132, 8.488], [-2.099, -0.973, 7.059], [6.507, -3.995, 1.329], [5.067, -3.191, 0.433], [4.654, -3.662, -0.818], [5.559, -5.086, -1.640], [3.557, -3.092, -1.469], [2.971, -3.644, -3.167], [2.867, -2.063, -0.844], [1.750, -1.485, -1.290], [3.326, -1.565, 0.369], [2.578, -0.542, 0.843], [4.403, -2.118, 1.032], [4.869, -1.410, 2.705], [-2.152, 3.563, 1.698], [-1.842, 2.339, -0.027], [-1.331, 3.978, -1.324], [-3.903, 2.191, -0.664], [-3.998, 2.192, -2.155], [-4.468, 3.334, -2.802], [-4.589, 3.397, -4.178], [-4.255, 2.290, -4.945], [-3.784, 1.151, -4.317], [-3.622, 1.085, -2.932], [-3.068, -0.181, -2.349], [-0.904, -0.367, -2.311], [-0.398, 0.836, -3.997], [-0.810, -2.251, -3.295], [-2.588, 4.511, 1.389], [-1.209, 3.750, 2.211], [-2.827, 3.063, 2.392], [-2.054, 4.788, -1.239], [-1.301, 3.652, -2.363], [-0.346, 4.359, -1.046], [-4.457, 3.029, -0.241], [-4.306, 1.271, -0.238], [-4.762, 4.188, -2.203], [-4.962, 4.296, -4.648], [-4.371, 2.309, -6.020], [-3.543, 0.277, -4.912], [-3.348, -1.022, -2.984], [-3.438, -0.390, -1.345], [-1.241, 0.877, -4.683], [0.449, 0.378, -4.506], [-0.137, 1.852, -3.704], [-1.111, -2.117, -4.333], [-1.489, -2.961, -2.823], [0.206, -2.634, -3.244], [2.369, -7.282, -0.898], [1.724, -5.858, -0.162], [2.211, -5.453, 1.074], [1.691, -4.312, 1.657], [0.721, -3.568, 0.986], [0.251, -3.982, -0.255], [0.738, -5.142, -0.828], [0.262, -2.316, 1.615], [0.300, -2.032, 2.775], [-0.235, -1.384, 0.686], [2.986, -6.027, 1.563], [2.052, -3.972, 2.619], [-0.491, -3.395, -0.776], [0.380, -5.482, -1.789]], "homo_ev": [-10.04, -10.13], "orbital_gap_ev": [5.9876, 6.2503], "spin_multiplicity": 2, "largest_force_ev_per_a": 1.28, "relative_energy_kj_mol": 87.0, "total_charge": 1}

=====

3.
{"formula": "C39H35ClIrN4OPS", "method": "ωB97M-V/def2-TZVPD", "species": ["Ir", "C", "C", "C", "C", "C", "C", "N", "C", "C", "C", "C", "C", "C", "N", "N", "C", "C", "C", "C", "C", "N", "H", "H", "H", "H", "H", "H", "H", "H", "H", "H", "H", "H", "H", "Cl", "C", "C", "C", "C", "C", "C", "P", "C", "C", "C", "C", "C", "C", "C", "C", "C", "C", "C", "C", "H", "H", "H", "H", "H", "H", "H", "H", "H", "H", "H", "H", "H", "H", "O", "S", "C", "C", "C", "C", "H", "H", "H", "H", "H", "H", "H", "H"], "positions_angstrom": [[-0.309, 0.087, -0.149], [-3.328, -0.536, 4.435], [-2.331, -1.505, 4.366], [-1.229, -1.321, 3.564], [-1.104, -0.150, 2.783], [-2.124, 0.819, 2.855], [-3.207, 0.632, 3.686], [-0.027, 0.029, 1.959], [1.242, -0.255, 2.342], [1.689, -0.276, 3.674], [3.014, -0.550, 3.952], [3.915, -0.813, 2.919], [3.503, -0.791, 1.591], [2.180, -0.484, 1.290], [1.653, -0.383, 0.032], [2.314, -0.772, -1.015], [1.636, -0.801, -2.149], [2.217, -1.220, -3.368], [1.438, -1.288, -4.494], [0.083, -0.946, -4.411], [-0.431, -0.518, -3.203], [0.310, -0.428, -2.104], [-4.182, -0.688, 5.077], [-2.419, -2.407, 4.952], [-0.452, -2.068, 3.511], [-2.010, 1.733, 2.289], [-3.963, 1.399, 3.763], [0.987, -0.061, 4.466], [3.356, -0.550, 4.976], [4.950, -1.012, 3.149], [4.196, -0.975, 0.787], [3.255, -1.502, -3.365], [1.856, -1.604, -5.439], [-0.568, -1.025, -5.264], [-1.471, -0.238, -3.108], [-2.715, 0.600, -0.474], [-3.155, 2.244, -0.138], [-4.488, 2.555, 0.064], [-4.835, 3.862, 0.381], [-3.862, 4.844, 0.488], [-2.533, 4.535, 0.262], [-2.163, 3.229, -0.070], [-0.421, 2.773, -0.309], [0.537, 4.200, 0.243], [0.779, 4.380, 1.608], [1.434, 5.514, 2.044], [1.872, 6.459, 1.121], [1.627, 6.281, -0.235], [0.982, 5.148, -0.685], [-0.078, 2.687, -2.086], [-1.048, 2.821, -3.079], [-0.654, 2.850, -4.406], [0.690, 2.721, -4.743], [1.656, 2.564, -3.756], [1.276, 2.535, -2.429], [-5.252, 1.798, -0.018], [-5.870, 4.111, 0.545], [-4.141, 5.855, 0.744], [-1.784, 5.310, 0.325], [0.454, 3.625, 2.312], [1.622, 5.660, 3.096], [2.414, 7.328, 1.458], [1.930, 7.036, -0.945], [0.779, 5.022, -1.738], [-2.091, 2.942, -2.819], [-1.391, 3.003, -5.181], [0.987, 2.741, -5.781], [2.696, 2.462, -4.024], [2.014, 2.424, -1.644], [-0.976, -2.153, 0.061], [-0.313, -3.191, 0.921], [-1.464, -4.616, 1.000], [-0.497, -5.775, 0.966], [0.391, -5.530, -0.252], [0.871, -4.085, -0.178], [-2.095, -4.563, 0.116], [-2.071, -4.558, 1.896], [-1.020, -6.726, 0.884], [0.100, -5.798, 1.878], [-0.196, -5.685, -1.157], [1.234, -6.218, -0.269], [0.870, -3.560, -1.132], [1.854, -4.002, 0.282]], "homo_ev": [-16.06, -16.32], "orbital_gap_ev": [5.8536, 5.6345], "spin_multiplicity": 2, "largest_force_ev_per_a": 3.58, "relative_energy_kj_mol": 61.3, "total_charge": 3}

=====

4.
{"formula": "C39H35CoIN3O2P2", "method": "ωB97M-V/def2-TZVPD", "species": ["Co", "C", "C", "N", "C", "C", "C", "O", "C", "C", "N", "C", "C", "C", "C", "C", "C", "I", "C", "O", "H", "H", "H", "H", "H", "H", "H", "H", "H", "H", "H", "H", "C", "N", "P", "C", "C", "C", "C", "C", "C", "C", "C", "C", "C", "C", "C", "P", "C", "C", "C", "C", "C", "C", "C", "C", "C", "C", "C", "C", "H", "H", "H", "H", "H", "H", "H", "H", "H", "H", "H", "H", "H", "H", "H", "H", "H", "H", "H", "H", "H", "H", "H"], "positions_angstrom": [[0.079, 0.163, 0.058], [-0.043, 4.739, 0.683], [-0.871, 3.952, 1.631], [-1.490, 4.554, 2.620], [-2.218, 3.805, 3.464], [-2.365, 2.398, 3.408], [-3.233, 1.709, 4.443], [-2.547, 0.659, 5.105], [-1.741, 1.719, 2.393], [-1.898, 0.253, 2.315], [-1.419, -0.486, 1.397], [-1.481, -1.954, 1.471], [-2.648, -2.483, 2.249], [-3.104, -3.720, 2.105], [-2.471, -4.687, 1.171], [-1.862, -4.064, -0.114], [-1.301, -2.632, 0.067], [-1.486, -1.304, -1.616], [-0.973, 2.496, 1.450], [-0.372, 1.998, 0.468], [0.047, 5.759, 1.044], [-0.520, 4.746, -0.302], [0.942, 4.290, 0.551], [-2.736, 4.361, 4.239], [-4.101, 1.264, 3.954], [-3.614, 2.450, 5.146], [-2.096, 1.002, 5.884], [-2.432, -0.186, 3.146], [-3.152, -1.831, 2.948], [-3.960, -4.042, 2.690], [-3.153, -5.499, 0.934], [-2.363, -4.276, -1.054], [3.772, -2.110, 1.031], [2.520, -1.391, 0.757], [2.290, -0.409, -0.609], [2.417, -1.403, -2.102], [2.105, -0.745, -3.296], [2.157, -1.424, -4.502], [2.498, -2.772, -4.520], [2.791, -3.433, -3.337], [2.756, -2.751, -2.127], [3.691, 0.730, -0.619], [4.544, 0.886, -1.706], [5.603, 1.782, -1.628], [5.812, 2.517, -0.471], [4.961, 2.364, 0.619], [3.900, 1.477, 0.544], [1.253, -1.108, 1.858], [1.985, -0.979, 3.492], [2.685, -2.016, 4.114], [3.276, -1.804, 5.349], [3.169, -0.566, 5.973], [2.472, 0.467, 5.365], [1.883, 0.263, 4.125], [0.031, -2.556, 1.828], [0.047, -3.516, 2.974], [-0.437, -4.749, 2.838], [-1.033, -5.252, 1.562], [-0.462, -4.636, 0.262], [0.087, -3.200, 0.413], [4.466, -1.957, 0.206], [3.593, -3.181, 1.144], [4.242, -1.730, 1.937], [1.825, 0.305, -3.282], [1.926, -0.909, -5.426], [2.536, -3.307, -5.460], [3.055, -4.483, -3.354], [2.991, -3.280, -1.213], [4.397, 0.309, -2.611], [6.270, 1.899, -2.473], [6.642, 3.209, -0.414], [5.129, 2.933, 1.524], [3.244, 1.350, 1.400], [2.768, -2.987, 3.641], [3.820, -2.608, 5.828], [3.634, -0.410, 6.938], [2.395, 1.431, 5.851], [1.344, 1.071, 3.641], [0.408, -3.176, 3.935], [-0.439, -5.414, 3.695], [-1.028, -6.338, 1.544], [0.103, -5.291, -0.393], [0.968, -2.984, -0.183]], "homo_ev": [-13.37, -13.97], "orbital_gap_ev": [7.3694, 5.6724], "spin_multiplicity": 5, "largest_force_ev_per_a": 0.48, "total_charge": 2}

=====

5.
{"formula": "C39H35IN5O10RbS", "method": "ωB97M-V/def2-TZVPD", "species": ["Rb", "C", "C", "N", "C", "C", "C", "O", "C", "C", "N", "C", "C", "C", "C", "C", "C", "I", "C", "O", "H", "H", "H", "H", "H", "H", "H", "H", "H", "H", "H", "H", "O", "C", "O", "C", "C", "C", "C", "C", "N", "C", "O", "O", "H", "H", "H", "H", "H", "C", "C", "O", "S", "C", "C", "C", "C", "C", "C", "C", "C", "H", "H", "H", "H", "H", "H", "H", "C", "C", "C", "C", "C", "C", "O", "N", "C", "O", "N", "C", "O", "H", "H", "H", "H", "H", "H", "H", "H", "H", "H", "H"], "positions_angstrom": [[0.954, 1.262, 0.189], [-3.210, 1.494, 2.867], [-3.091, 1.770, 1.396], [-4.103, 1.489, 0.611], [-4.008, 1.767, -0.706], [-2.922, 2.391, -1.268], [-2.929, 2.760, -2.727], [-3.024, 4.170, -2.963], [-1.845, 2.765, -0.440], [-0.704, 3.505, -0.942], [-0.033, 4.391, -0.306], [-0.480, 5.020, 0.842], [-1.708, 5.701, 0.821], [-2.124, 6.492, 1.875], [-1.327, 6.617, 3.004], [-0.117, 5.941, 3.058], [0.302, 5.160, 1.995], [2.133, 4.143, 2.173], [-1.851, 2.372, 0.945], [-0.865, 2.505, 1.716], [-4.191, 1.076, 3.091], [-2.426, 0.804, 3.188], [-3.064, 2.420, 3.428], [-4.862, 1.489, -1.317], [-2.034, 2.358, -3.220], [-3.799, 2.318, -3.212], [-2.361, 4.598, -2.410], [-0.336, 3.290, -1.951], [-2.331, 5.597, -0.059], [-3.073, 7.010, 1.813], [-1.640, 7.237, 3.836], [0.509, 6.011, 3.938], [3.134, -2.097, 3.376], [2.938, -1.094, 2.451], [1.590, -0.698, 2.233], [3.899, -0.455, 1.732], [5.313, -0.678, 1.906], [6.190, -0.022, 1.095], [5.726, 0.836, 0.076], [4.350, 1.013, -0.009], [3.460, 0.445, 0.782], [3.788, 1.914, -1.076], [4.155, 1.623, -2.323], [3.091, 2.877, -0.850], [2.764, -1.815, 4.223], [5.645, -1.365, 2.674], [7.258, -0.169, 1.216], [6.396, 1.352, -0.596], [4.380, 0.657, -2.399], [-5.119, -4.786, 5.403], [-5.884, -5.559, 4.358], [-6.901, -6.159, 4.605], [-5.251, -5.641, 2.691], [-3.774, -4.655, 2.667], [-2.536, -5.203, 2.993], [-1.406, -4.411, 2.982], [-1.476, -3.052, 2.627], [-2.729, -2.523, 2.270], [-3.858, -3.317, 2.283], [-0.320, -2.240, 2.612], [0.621, -1.517, 2.378], [-5.835, -4.294, 6.061], [-4.436, -4.058, 4.982], [-4.544, -5.502, 5.994], [-2.466, -6.250, 3.260], [-0.442, -4.833, 3.234], [-2.796, -1.485, 1.968], [-4.820, -2.907, 2.002], [3.095, -4.106, -3.613], [3.227, -3.013, -4.674], [2.373, -1.778, -4.355], [2.519, -0.743, -5.496], [1.806, 0.587, -5.242], [0.915, -2.192, -4.292], [0.388, -2.876, -5.155], [0.229, -1.726, -3.221], [0.735, -0.839, -2.224], [-0.104, -0.329, -1.488], [2.048, -0.631, -2.151], [2.891, -1.109, -3.070], [4.121, -0.966, -2.984], [3.727, -4.960, -3.861], [2.063, -4.455, -3.540], [3.401, -3.727, -2.636], [2.925, -3.403, -5.648], [4.265, -2.687, -4.728], [2.128, -1.199, -6.409], [3.587, -0.562, -5.634], [0.734, 0.432, -5.095], [1.934, 1.251, -6.098], [2.206, 1.090, -4.360], [-0.762, -1.913, -3.170]], "homo_ev": -1.00, "orbital_gap_ev": 4.6376, "largest_force_ev_per_a": 0.96, "relative_energy_kj_mol": 215.6, "total_charge": -2}